Model w:
This record from OMol25 describes a molecular structure, C19H24Cl2MnN3O. The level of theory is the ωB97M-V functional and the def2-TZVPD basis.

Last column: Mulliken spin population.
Element x y z (Å)
Mn1 0.3594 -0.2367 0.3986  4.72
Cl1 -2.5429 1.0801 3.5036  0.00
Cl2 2.9717 1.0430 3.0913  0.00
O1 1.3708 0.6274 -1.1978  0.01
N1 -1.8315 -0.1958 -0.7005  -0.09
N2 2.0647 1.2670 -3.2362  0.01
N3 0.1163 0.5697 2.0614  0.10
C1 0.2120 1.0093 3.2596  0.11
C2 -2.6650 0.9666 -0.4455  0.05
C3 -1.6890 -0.4321 -2.1278  0.02
C4 -0.1028 -2.3404 0.2106  0.11
C5 0.2039 -4.7734 0.0529  -0.02
C6 -1.1358 -4.9556 -0.2665  0.02
C7 0.6963 -3.4861 0.2775  -0.08
C8 2.6877 2.3557 -3.9741  0.00
C9 0.6778 2.7877 -1.8566  0.00
C10 2.7159 -0.0287 -3.4119  0.00
C11 1.4151 1.4914 -2.0690  0.03
C12 -1.4544 -2.5715 -0.0826  -0.10
C13 -2.3989 -1.3866 -0.0507  0.00
C14 -0.9095 1.3161 4.1485  0.04
C15 -1.9679 -3.8424 -0.3299  0.00
C16 1.5637 1.7352 5.2724  -0.02
C17 1.4611 1.2905 3.9757  0.03
C18 -0.8131 1.7613 5.4456  -0.02
C19 0.4272 1.9807 6.0467  0.06
H1 3.7404 2.4358 -3.6924  0.00
H2 2.6293 2.1680 -5.0463  0.00
H3 -3.6685 0.8494 -0.8858  0.00
H4 2.2533 -0.7657 -2.7658  0.01
H5 2.6137 -0.3350 -4.4526  0.00
H6 -1.5293 -5.9469 -0.4595  0.00
H7 -1.7276 1.9404 6.0012  0.00
H8 2.2011 3.3021 -3.7669  0.00
H9 -2.7467 1.1157 0.6300  -0.01
H10 0.5044 2.3234 7.0697  0.01
H11 -2.6684 -0.5533 -2.6196  0.00
H12 2.5517 1.8972 5.6902  0.00
H13 1.3234 3.5050 -1.3481  0.00
H14 0.3136 3.2231 -2.7844  0.00
H15 3.7776 0.0387 -3.1632  0.00
H16 -2.2074 1.8582 -0.8799  0.00
H17 -1.1763 0.4114 -2.6000  0.00
H18 -1.1028 -1.3366 -2.2905  0.00
H19 -2.5975 -1.1049 0.9864  -0.01
H20 -3.3603 -1.6471 -0.5266  0.00
H21 -0.1485 2.5719 -1.1839  0.01
H22 -3.0217 -3.9662 -0.5668  0.00
H23 1.7489 -3.3861 0.5326  0.01
H24 0.8652 -5.6312 0.1269  0.00

As for the net charge: -1. The calculation puts the frontier orbital gap (alpha / beta) at 4.1015 / 4.5265 eV. The spin multiplicity is 6. The LUMO energy (alpha / beta) is 2.16 / 2.15 eV.



Model x:
This record from OMol25 describes a molecular structure, C19H24Cl2MnN3O. The level of theory is the ωB97M-V functional and the def2-TZVPD basis.

Last column: Mulliken spin population.
Element x y z (Å)
Mn1 0.4515 0.2393 -0.1452  4.63
Cl1 0.0123 2.1534 3.7456  0.00
Cl2 2.2093 3.6737 -1.0650  0.00
O1 -0.5886 0.0601 -1.8461  0.01
N1 -1.0673 -1.1558 1.2212  -0.08
N2 -1.7930 -0.6735 -3.5716  0.01
N3 0.7512 1.7653 0.8162  0.12
C1 2.3301 5.0933 1.2159  -0.02
C2 1.1971 -2.1587 1.4753  -0.08
C3 -2.8355 0.7714 -1.8719  0.01
C4 3.6161 -2.9480 0.4092  -0.02
C5 1.1450 2.8715 1.3437  0.13
C6 2.9674 -1.8002 -0.0475  -0.08
C7 -1.6474 0.0489 -2.4358  0.05
C8 1.7350 -1.3613 0.4510  0.10
C9 -0.6406 -1.4451 -4.0245  0.00
C10 -0.0654 -1.6809 2.1608  -0.01
C11 2.0851 5.3739 2.5618  0.06
C12 -2.6671 -0.1967 -4.6317  0.00
C13 0.9197 3.2674 2.7295  0.05
C14 1.8122 -3.3213 1.9326  0.00
C15 1.3649 4.4367 3.3032  -0.02
C16 1.8817 3.9258 0.6429  0.03
C17 3.0300 -3.7283 1.3975  0.02
C18 -1.5921 -2.2379 0.3993  0.02
C19 -2.1407 -0.5104 1.9582  0.05
H1 -3.7743 0.2877 -2.1324  0.00
H2 2.8779 5.8013 0.6021  0.00
H3 -2.1589 -2.9651 1.0029  0.00
H4 -2.2603 -1.8377 -0.3697  0.00
H5 4.5782 -3.2334 -0.0060  0.00
H6 -2.6786 -1.2292 2.5966  0.00
H7 -0.7654 -2.7571 -0.0877  0.00
H8 -0.0679 -0.9030 -4.7803  0.00
H9 -3.4587 0.4298 -4.2313  0.00
H10 0.0154 -1.6560 -3.1866  0.01
H11 -2.0998 0.3883 -5.3585  0.00
H12 -3.1248 -1.0391 -5.1512  0.00
H13 1.3444 -3.9101 2.7186  0.00
H14 -0.9900 -2.3832 -4.4556  0.00
H15 3.5117 -4.6327 1.7505  0.00
H16 3.4625 -1.2128 -0.8179  0.01
H17 1.1477 4.6217 4.3500  0.00
H18 -2.8512 1.8034 -2.2239  0.00
H19 0.1888 -0.8556 2.8300  -0.01
H20 -2.8595 -0.0684 1.2645  0.00
H21 2.4436 6.2896 3.0153  0.01
H22 -1.7250 0.2856 2.5751  -0.01
H23 -2.7172 0.8048 -0.7918  0.01
H24 -0.5095 -2.4916 2.7627  0.00

As for the net charge: -1. The calculation puts the frontier orbital gap (alpha / beta) at 4.0175 / 4.5448 eV. The spin multiplicity is 6. The LUMO energy (alpha / beta) is 2.18 / 2.17 eV.



Short version: model w is the most stable of them.



Model w:
This record from OMol25 describes a molecular structure, C23H70N2O11. The level of theory is the ωB97M-V functional and the def2-TZVPD basis.

Last column: Löwdin charge in e.
Element x y z (Å)
O1 0.6891 1.8805 0.8232  -0.17
O2 -2.9353 1.6699 -0.0158  -0.05
O3 3.9949 1.1861 0.8918  -0.09
O4 -1.2847 -0.4946 2.4014  -0.17
O5 1.5677 -0.0176 3.8402  -0.18
O6 0.5966 -4.1865 -1.5982  0.03
O7 -3.0261 -1.5271 -2.8617  -0.14
O8 -1.0451 1.0061 0.8513  -0.06
O9 -1.2546 -4.4052 -1.9415  -0.06
O10 2.6421 -0.4994 -2.5548  -0.23
O11 -4.4675 1.8537 -1.3063  -0.16
N1 2.2628 2.9002 -4.0092  0.05
N2 3.2763 -2.0648 6.3421  0.03
C1 2.7189 -0.8362 5.7733  -0.42
C2 3.8902 0.1282 5.5149  -0.06
C3 -1.4572 3.5232 0.5137  -0.01
C4 2.7652 0.5069 -3.5030  -0.18
C5 0.7702 2.5746 -0.4154  -0.14
C6 -1.0900 0.4598 3.4174  -0.08
C7 -1.6630 0.1309 -1.3123  -0.05
C8 -1.8732 -4.1390 -0.6916  -0.42
C9 -0.9816 -4.7194 0.4229  -0.05
C10 -2.1139 -2.6392 -0.6448  -0.06
C11 0.3746 -0.8078 -0.0040  -0.01
C12 -3.8103 2.3163 -2.4633  -0.15
C13 1.9425 1.7843 -3.1129  -0.42
C14 -3.8429 -0.4719 -2.3944  -0.17
C15 1.9753 -1.2191 4.4752  -0.19
C16 -4.0503 3.7049 0.1942  -0.04
C17 1.0360 -0.1982 2.5136  -0.14
C18 0.4569 1.5231 -3.1637  -0.07
C19 3.4819 1.0769 -0.4218  -0.15
C20 1.4921 -3.1291 -1.9283  -0.04
C21 -2.8558 2.8814 0.6718  -0.34
C22 3.5432 -1.5967 -2.6881  -0.12
C23 -1.0263 -0.2088 0.0702  -0.27
H1 -0.6896 0.0330 4.3369  0.12
H2 -0.9037 -5.7896 0.2314  0.08
H3 -0.6427 2.9040 0.8897  0.05
H4 3.4016 2.0911 -0.8130  0.07
H5 0.1053 0.7124 -2.5255  0.05
H6 -3.1959 0.4039 -2.4451  0.01
H7 0.0214 1.4283 -4.1585  0.11
H8 4.1608 0.5717 -1.1088  0.09
H9 1.7826 3.6996 -3.6213  0.07
H10 -1.7495 -0.8065 -1.8618  0.08
H11 -1.1581 0.9353 -1.8470  0.07
H12 2.6419 -2.8506 6.3564  0.06
H13 0.1933 -0.8848 2.5950  0.07
H14 -3.9856 3.9028 -0.8757  0.06
H15 4.6206 -0.2314 4.7901  0.08
H16 -1.4796 -4.5827 1.3828  0.07
H17 -5.0024 3.1800 0.2722  0.10
H18 -2.6720 0.5236 -1.1867  0.04
H19 -2.0046 1.0409 3.5362  0.12
H20 0.0019 1.2120 0.7734  -0.21
H21 -4.0930 -0.6583 -1.3500  0.11
H22 2.4931 -3.3601 -1.5639  0.08
H23 2.4896 0.1475 -4.4944  0.13
H24 1.4961 -2.9841 -3.0086  0.11
H25 1.7404 -0.7134 1.8605  0.10
H26 0.8951 1.7757 -1.1464  0.03
H27 -1.2301 3.7535 -0.5272  0.09
H28 -3.8659 1.8163 -0.5591  -0.21
H29 3.5290 -2.3745 -1.9246  0.06
H30 4.4220 0.3790 6.4328  0.08
H31 -0.0407 2.3848 -2.7189  0.08
H32 -0.3719 -4.0569 -1.7959  -0.30
H33 2.1902 2.1535 -2.1177  0.06
H34 3.2180 3.1612 -3.8103  0.07
H35 1.0436 -0.2076 -0.6207  0.08
H36 3.4939 1.8306 1.3970  0.08
H37 -2.7041 -2.2053 -1.4520  0.03
H38 1.0521 -1.7106 4.7822  0.12
H39 0.3034 -1.7773 -0.4972  0.05
H40 -2.9347 1.7562 -2.7915  0.07
H41 -3.0674 2.7123 1.7276  0.14
H42 1.2652 -2.1603 -1.4832  0.06
H43 -4.5047 2.3032 -3.3034  0.10
H44 4.5902 -1.3045 -2.7691  0.10
H45 -4.1272 4.5972 0.8155  0.09
H46 -1.1721 -2.0988 -0.7407  0.04
H47 1.0258 -5.0419 -1.6730  0.17
H48 -2.6327 -2.2945 0.2497  0.10
H49 0.0090 -4.2888 0.5695  0.07
H50 -1.1200 0.6771 1.7501  0.01
H51 1.5578 3.2854 -0.6655  0.11
H52 -1.4991 4.4145 1.1397  0.11
H53 0.8893 -1.0476 0.9264  0.06
H54 -3.4948 3.3384 -2.2537  0.07
H55 -1.6811 -0.9526 0.5242  0.10
H56 2.6174 -1.8142 3.8259  0.13
H57 1.9721 -0.3557 6.4053  0.14
H58 -2.2522 1.0761 0.3042  0.01
H59 4.0293 -2.3667 5.7405  0.06
H60 -4.7127 -0.2104 -2.9970  0.11
H61 2.4986 0.6070 -0.4049  0.05
H62 -1.7564 -1.2555 2.7479  0.16
H63 0.6376 0.7404 2.1284  0.07
H64 3.8364 0.6765 -3.6115  0.12
H65 -2.8602 -4.6010 -0.7099  0.13
H66 -3.5642 -2.3110 -2.7293  0.10
H67 3.4687 1.0338 5.0786  0.07
H68 -0.3129 1.1759 3.1503  0.11
H69 3.2925 -2.1029 -3.6203  0.10
H70 -0.2034 3.0186 -0.6229  0.02

The calculation puts the frontier orbital gap at 8.5851 eV. The LUMO energy is -0.02 eV.



Model x:
This record from OMol25 describes 11 unconnected molecules or ions with the total composition C23H70N2O11. The level of theory is the ωB97M-V functional and the def2-TZVPD basis.

Last column: Löwdin charge in e.
Element x y z (Å)
O1 2.8816 -1.0443 -2.7527  -0.13
O2 -0.0174 2.7931 -1.2789  -0.13
O3 -3.9230 0.5182 2.1766  -0.06
O4 -2.0645 -2.3577 4.6272  -0.18
O5 2.4359 0.6824 3.7475  -0.13
O6 1.0686 -0.1825 -0.3744  -0.13
O7 -0.7745 -3.8397 -3.0829  -0.18
O8 3.1765 1.7390 -4.0292  -0.10
O9 -1.6027 2.5977 -3.5782  -0.14
O10 0.6249 0.8269 -3.0364  -0.15
O11 -0.0878 2.5532 3.8840  -0.07
N1 0.5900 -1.5882 4.7994  0.04
N2 -3.0788 -5.1794 -0.6047  0.03
C1 0.3216 5.0089 -0.5345  -0.08
C2 2.8992 0.1341 2.5226  -0.30
C3 -1.3934 3.7560 -4.3280  -0.17
C4 -3.0126 1.3842 0.0607  -0.07
C5 3.9748 -1.4291 -2.0584  -0.19
C6 0.1447 -3.6621 3.2566  -0.05
C7 -1.1377 -4.3942 -1.8550  -0.26
C8 -0.0008 -2.1361 3.4968  -0.34
C9 0.5867 -4.0997 -3.3670  -0.11
C10 -0.0851 -0.9980 -0.3275  -0.14
C11 -2.2511 3.1045 4.8270  -0.08
C12 -1.0448 2.1615 4.8344  -0.34
C13 -3.0708 -2.8304 -1.1722  -0.06
C14 -2.5943 -4.2136 -1.6150  -0.43
C15 4.0841 1.0022 1.9762  -0.06
C16 3.2391 2.6937 -2.9444  -0.29
C17 -2.8911 1.2949 1.5481  -0.33
C18 4.6346 3.2657 -2.6520  -0.08
C19 0.1230 -0.3212 -3.8329  -0.25
C20 0.5424 -0.1912 -5.3162  -0.05
C21 0.6641 3.5743 -0.2766  -0.29
C22 -1.5023 -1.7908 3.5438  -0.26
C23 -3.3948 -2.1212 4.8463  -0.10
H1 -2.6085 -2.6433 -0.2210  0.05
H2 -2.6043 3.2209 3.7637  0.07
H3 -1.9646 4.0959 5.2216  0.08
H4 -3.7652 -2.7378 5.7163  0.12
H5 -3.5217 -1.1348 5.2271  0.07
H6 -2.2767 2.1468 -0.1470  0.06
H7 1.6479 0.0051 -5.3176  0.08
H8 1.4863 -2.0534 5.0763  0.09
H9 -0.7374 5.1696 -0.4000  0.07
H10 -1.6152 -0.7065 3.5282  0.10
H11 -0.1381 -3.9734 2.2467  0.07
H12 2.8796 2.1336 -2.0454  0.10
H13 5.2872 2.3395 -2.5409  0.09
H14 -0.9606 -0.3957 -3.7491  0.11
H15 -4.0199 1.7410 -0.2285  0.09
H16 -3.0829 2.7618 5.4192  0.06
H17 0.1531 1.6422 -3.3463  0.07
H18 0.8929 -3.7569 -4.3638  0.09
H19 0.7639 2.1408 4.0926  0.06
H20 2.5207 3.4624 -3.1260  0.10
H21 2.7295 2.0414 -4.8148  0.08
H22 1.7599 3.3464 -0.2855  0.11
H23 0.2679 -1.0797 -5.8345  0.06
H24 5.0865 3.8477 -3.4783  0.07
H25 4.1439 -0.7109 -1.2026  0.09
H26 -4.1266 -2.8957 -0.9608  0.07
H27 -3.8045 0.6570 3.1127  0.05
H28 -0.6435 -3.9444 -0.9666  0.11
H29 4.8646 -1.3649 -2.6559  0.07
H30 0.1979 1.8725 -1.0422  0.06
H31 0.7906 5.6602 0.2256  0.09
H32 1.6156 0.2108 4.0799  0.06
H33 -2.9268 2.3212 1.9593  0.10
H34 0.1829 -2.0660 -0.2763  0.07
H35 0.6526 -1.1350 -3.3560  0.07
H36 0.0731 -1.8042 5.6631  0.08
H37 -0.7229 -0.7824 -1.1886  0.07
H38 2.9369 -0.1340 -3.0929  0.06
H39 0.3237 3.1895 0.6862  0.11
H40 -0.5403 -4.1006 3.9888  0.08
H41 -0.8699 -5.5079 -1.8637  0.14
H42 4.7875 3.7850 -1.7056  0.07
H43 -1.1935 3.4460 -5.3708  0.08
H44 0.4775 -1.6615 2.6305  0.11
H45 -1.4338 1.1790 4.6045  0.07
H46 -1.6939 2.9484 -2.6658  0.08
H47 -2.2882 4.4540 -4.3491  0.10
H48 -3.1794 -4.4389 -2.5646  0.16
H49 2.1445 0.0214 1.7831  0.06
H50 -3.9448 -2.2260 3.9508  0.08
H51 -0.5450 4.3132 -3.9515  0.06
H52 1.3154 -0.0970 -1.3054  0.03
H53 -2.3982 -5.3067 0.1122  0.05
H54 -1.9375 0.9696 1.7122  0.06
H55 -1.9813 -2.1783 2.6272  0.13
H56 -0.6280 2.1733 5.8508  0.12
H57 -2.8672 -1.9908 -1.8386  0.07
H58 -3.3075 -6.0863 -1.0048  0.07
H59 0.0034 0.6655 -5.7395  0.07
H60 1.2956 -3.7396 -2.5917  0.09
H61 3.9328 2.0648 2.2667  0.08
H62 -2.8368 0.4150 -0.4382  0.07
H63 -0.6830 -0.8417 0.5618  0.06
H64 0.5758 5.2885 -1.5426  0.06
H65 3.9820 -2.4591 -1.6652  0.09
H66 5.0130 0.7136 2.3707  0.04
H67 3.2719 -0.8858 2.7392  0.11
H68 0.6617 -5.1830 -3.3608  0.08
H69 1.1143 -4.1342 3.3796  0.07
H70 3.9507 1.0019 0.8715  0.06

The calculation puts the frontier orbital gap at 9.9797 eV. The LUMO energy is 0.65 eV. As for the structure (SMILES): COC[C@H](C)N.COC[C@H](C)N.CCO.CCO.CCO.CCO.CCO.CCO.CO.CO.CO.



Short version: model x is the most stable of them.



Model w:
This record from OMol25 describes a gas-phase ion, C9H13N4 (charge +1). The level of theory is the ωB97M-V functional and the def2-TZVPD basis.

Last column: Löwdin charge in e.
Element x y z (Å)
N1 1.2945 0.9623 0.2317  0.12
N2 0.0487 0.3480 0.0401  -0.05
N3 -0.3902 2.0764 4.3145  0.13
N4 -2.1434 -0.0386 0.6045  0.19
C1 -0.2255 1.7647 3.0475  -0.19
C2 1.0188 -1.9092 -3.4552  -0.09
C3 -0.9146 0.8434 2.3196  -0.04
C4 -0.9352 0.4638 0.9383  -0.27
C5 0.1624 -0.0145 -2.4925  -0.04
C6 0.5548 -0.6729 -3.6620  -0.05
C7 0.1944 -0.5164 -1.2317  -0.20
C8 1.0176 -2.5072 -2.2249  -0.05
C9 0.5885 -1.8493 -1.0546  0.00
H1 0.1926 2.8364 4.6106  0.12
H2 -2.8736 0.0727 1.2535  0.10
H3 1.4024 -3.5227 -2.1809  0.12
H4 -0.2254 1.0475 -2.7417  0.16
H5 1.5170 0.9292 1.2109  0.08
H6 -1.2175 1.7270 4.8272  0.15
H7 1.8911 0.5808 -0.5252  0.12
H8 0.4290 -0.2312 -4.6027  0.11
H9 -1.8371 0.5800 2.8043  0.11
H10 1.3505 -2.4795 -4.2678  0.11
H11 0.5763 2.3491 2.5555  0.14
H12 0.7675 -2.3212 -0.0891  0.13
H13 -2.2434 -0.5187 -0.2300  0.09

As for the net charge: +1. The calculation puts the frontier orbital gap at 9.2783 eV. The LUMO energy is -2.91 eV. As for the structure (SMILES): N/C(=C/C=[NH2+])N(N)c1ccccc1.



Model x:
This record from OMol25 describes a gas-phase ion, C9H13N4 (charge +1). The level of theory is the ωB97M-V functional and the def2-TZVPD basis.

Last column: Löwdin charge in e.
Element x y z (Å)
N1 -3.0685 -1.8519 -0.3760  0.17
N2 -1.9412 0.6152 -0.9401  0.11
N3 -1.2191 -0.3843 -0.4842  0.08
N4 0.4203 -1.7137 0.5597  0.12
C1 1.3694 0.6814 0.2893  -0.52
C2 -1.7377 -1.6009 -0.1389  -0.24
C3 -0.7060 -2.4110 0.3389  -0.01
C4 0.6496 1.9353 0.8790  -0.02
C5 2.0340 1.0052 -1.1717  -0.01
C6 0.4401 -0.4781 0.1421  0.03
C7 -3.1966 0.3695 -1.2033  -0.03
C8 -3.7800 -0.9275 -0.9028  -0.05
C9 2.4297 0.2037 1.2584  -0.09
H1 -0.3522 1.5864 1.1756  0.08
H2 -3.7233 1.1920 -1.6878  0.13
H3 2.0239 -0.1658 2.2565  0.11
H4 -0.7766 -3.4700 0.7196  0.16
H5 1.2058 2.4368 1.6919  0.10
H6 3.1301 1.0463 1.6497  0.13
H7 2.6844 1.9061 -1.1557  0.10
H8 1.2347 -2.0700 1.0236  0.18
H9 1.3037 1.1340 -2.0363  0.10
H10 0.5204 2.6086 0.0251  0.09
H11 2.5952 0.1068 -1.4379  0.07
H12 3.1794 -0.6336 0.8433  0.13
H13 -4.7194 -1.1208 -1.3181  0.11

As for the net charge: +1. The calculation puts the frontier orbital gap at 8.2767 eV. The LUMO energy is -4.26 eV. As for the structure (SMILES): CC(C)(C)c1[nH+]cc2nccnn12.



Short version: model w is the most stable of them.